[1]
{"formula": "C37H35B2INO20", "method": "ωB97M-V with the def2-TZVPD basis set", "elements": ["I", "O", "O", "O", "O", "O", "O", "O", "O", "O", "O", "O", "O", "O", "O", "O", "O", "O", "O", "O", "O", "N", "C", "C", "C", "C", "C", "C", "C", "C", "C", "C", "C", "C", "C", "C", "C", "C", "C", "C", "C", "C", "C", "C", "C", "C", "C", "C", "C", "C", "C", "C", "C", "C", "C", "C", "C", "C", "C", "B", "B", "H", "H", "H", "H", "H", "H", "H", "H", "H", "H", "H", "H", "H", "H", "H", "H", "H", "H", "H", "H", "H", "H", "H", "H", "H", "H", "H", "H", "H", "H", "H", "H", "H", "H", "H"], "positions_angstrom": [[3.8553, 3.3423, -5.3227], [-2.0938, 2.8292, -3.7631], [-0.0628, -1.9295, 4.4761], [-1.8370, -6.3058, 8.1918], [-2.4902, -4.6478, 10.2796], [-0.0165, -1.5397, -4.6718], [1.9990, -3.1710, 10.1081], [-2.5975, -1.5412, 5.4549], [-1.1255, -0.0027, -3.2820], [3.7166, -4.0554, 2.5293], [2.6275, -4.7639, 7.9631], [0.5000, -6.6482, 4.8301], [6.3000, 7.7708, -3.4907], [5.6715, 9.3636, -1.3457], [0.2688, 2.4566, 2.7397], [1.8355, 6.2289, -3.2619], [1.1823, 7.8868, -1.1742], [-1.6449, 2.6491, -6.2760], [-2.2301, 2.8720, 3.7967], [-1.6235, -5.4789, 3.5428], [1.5889, -2.8246, 1.3076], [-5.7395, -1.7415, -5.9919], [0.4044, -5.5706, 8.0224], [2.4165, -4.4270, 2.8188], [-1.9212, -0.5249, 4.8052], [4.7692, 8.6591, -1.7858], [-0.7683, -2.3009, -0.7955], [1.2975, 0.3597, -5.5195], [1.3197, -3.7163, 2.1048], [-1.2135, -4.6551, 9.7483], [-4.8594, -0.9916, -6.9322], [1.3585, -4.7769, 8.5125], [-1.4020, 0.3685, -4.6869], [1.0967, -3.8756, 9.6680], [-0.5542, -0.8204, 4.2954], [-3.4254, -0.2529, -6.7124], [-0.3246, -5.0881, 3.2740], [0.1607, 0.2474, 3.5794], [-1.7524, 1.7531, 3.9479], [-5.2257, -1.8965, -4.6015], [5.0310, 7.7578, -2.9413], [-0.2583, -3.8640, 10.2405], [-2.8056, -0.3348, -5.1598], [-0.3960, 1.4488, 3.4139], [-2.4768, 0.6774, 4.6428], [3.4142, 8.6707, -1.2132], [-2.4834, 3.8586, -6.3398], [4.0769, 6.9640, -3.4314], [-0.9443, -5.5770, 8.6102], [1.7023, 2.9856, -5.6732], [2.1565, -5.3879, 3.7075], [-0.8126, -2.4871, -2.2825], [-3.8084, -1.2245, -4.1757], [2.7282, 6.9577, -2.8435], [-0.1893, -0.3337, -5.5478], [-0.0650, -4.1248, 2.3878], [2.4590, 7.8795, -1.7054], [1.4846, 1.6143, -6.5789], [0.7708, -5.7793, 4.0079], [-1.7314, 1.9863, -4.9516], [-0.2754, -1.2435, -3.2202], [0.5673, 1.6798, -7.3069], [3.1343, -4.1103, 8.4926], [2.0652, -0.4753, -5.8751], [6.8068, 8.4244, -2.9612], [-0.8516, -3.6125, 1.8489], [-3.4529, -1.3847, -3.0523], [1.2222, 2.8667, -4.5965], [1.6476, 0.7140, -4.4604], [0.6773, 7.2289, -1.6998], [-3.6121, 3.6894, -6.0568], [-2.4945, 4.2764, -7.4570], [1.2146, 3.9359, -6.1702], [4.2541, 6.3023, -4.2695], [-1.9857, -2.3094, 5.4452], [0.1589, -1.7696, -0.2848], [-5.2844, -0.9041, -8.0469], [-0.4395, -3.1908, 11.0689], [-1.6250, -2.7089, -0.0728], [-1.2677, -3.4928, -2.6996], [-2.9253, 2.3793, -3.3894], [3.2329, 9.3439, -0.3848], [-5.8549, -2.4782, -3.8028], [3.6408, -3.3417, 1.8590], [0.5816, -6.2324, 7.1843], [-2.9952, -5.3058, 9.7540], [-3.4688, 0.9066, 5.0103], [2.4399, 1.4232, -7.2277], [-1.5481, -6.1885, 4.2175], [2.9439, -5.9111, 4.2353], [-2.0044, 4.6998, -5.6740], [1.1468, 0.0133, 3.1984], [-0.5427, -0.7667, -6.5888], [-0.3406, 3.2265, 2.7547], [-2.8496, 0.3202, -7.5789], [0.7712, -0.9316, -2.7423]], "homo_lumo_gap_ev": 3.8, "multiplicity": 1, "homo_energy_ev": -4.34, "total_energy_ha": -3337.60498, "lumo_ev": -0.5, "charge": -1}


[2]
{"formula": "C37H35BBrF2N6O3S2W", "method": "ωB97M-V with the def2-TZVPD basis set", "elements": ["W", "Br", "S", "S", "F", "F", "O", "O", "O", "N", "N", "N", "N", "N", "N", "C", "C", "C", "C", "C", "C", "C", "C", "C", "C", "C", "C", "C", "C", "C", "C", "C", "C", "C", "C", "C", "C", "C", "C", "C", "C", "C", "C", "C", "C", "C", "C", "C", "C", "C", "C", "C", "B", "H", "H", "H", "H", "H", "H", "H", "H", "H", "H", "H", "H", "H", "H", "H", "H", "H", "H", "H", "H", "H", "H", "H", "H", "H", "H", "H", "H", "H", "H", "H", "H", "H", "H", "H"], "positions_angstrom": [[0.5777, 0.1848, 0.7153], [-2.1986, -3.4560, 6.5928], [0.8783, 0.8483, -1.7122], [-3.7754, 1.1507, -0.5273], [-0.7309, 3.2145, 0.8214], [-1.9369, 1.7719, 2.0177], [2.6317, -0.1473, 0.4778], [-2.4745, 0.5841, -1.0342], [-1.1153, -0.7909, 1.1808], [0.9434, 0.1108, 2.8142], [0.8460, -0.3567, -4.0319], [2.2331, -2.1259, -0.5827], [0.9253, -1.8344, -0.2047], [-0.9348, -0.8799, -2.6795], [1.7584, 2.0236, 1.1707], [2.3029, 1.9903, 2.4047], [6.7290, -0.5041, -0.0696], [0.2330, -0.7276, 3.7335], [2.1079, 3.0101, 0.3462], [3.0392, -1.2033, -0.1693], [-3.6328, 2.9173, -0.7181], [3.2274, 2.9312, 2.8291], [4.4948, -1.3464, -0.3838], [6.3769, -2.5664, -1.2533], [-1.1538, -0.9830, 5.6727], [-0.5217, -2.9115, 4.3665], [-0.3719, -2.3935, -4.5031], [0.1869, -2.0957, 3.5054], [5.3605, -0.3766, 0.1138], [1.7907, 0.9605, 3.2822], [-3.4679, -3.8522, -0.2614], [-4.2318, 3.7389, 0.2227], [-3.2024, -1.8509, 1.0668], [-4.9527, 0.8519, -1.8465], [-1.8517, -1.7621, 0.6935], [7.2388, -1.5989, -0.7527], [0.0820, -2.7653, -0.4830], [-2.7050, 4.8034, -1.8481], [-3.9937, -2.8710, 0.5895], [3.6072, 3.9364, 1.9597], [-2.8583, 3.4309, -1.7472], [-4.0786, 5.1132, 0.1098], [-3.3167, 5.6417, -0.9225], [0.3787, -1.2200, -5.1117], [-1.4799, -1.8626, -3.6117], [-1.3136, -2.7511, -0.1457], [5.0101, -2.4432, -1.0701], [-0.4336, -0.1684, 4.8110], [0.1807, -0.2116, -2.8831], [-1.1947, -2.3467, 5.4409], [-2.1388, -3.7922, -0.6056], [3.0296, 3.9789, 0.7005], [-0.8899, 1.9366, 1.1939], [-2.1045, 5.2230, -2.6445], [2.0702, 0.9484, 4.3320], [-4.8006, 3.3099, 1.0387], [3.6309, 2.8678, 3.8307], [1.7201, 0.1346, -4.1130], [-1.5097, -0.5793, -1.8845], [8.3069, -1.7008, -0.8929], [-0.2698, -0.6593, -5.7902], [0.3209, -2.9975, -3.9125], [-4.5410, 5.7683, 0.8357], [-1.9357, -2.6583, -3.0222], [-3.1878, 6.7131, -1.0011], [-5.1360, -0.2217, -1.8702], [4.3299, -3.1931, -1.4499], [0.4780, -3.6341, -1.0070], [0.7148, -2.5172, 2.6587], [-0.5559, -3.9798, 4.2059], [-4.5197, 1.1951, -2.7853], [-4.0932, -4.6586, -0.6187], [-0.4311, 0.9053, 4.9542], [4.9519, 0.4738, 0.6428], [-1.7013, -4.5606, -1.2347], [3.2806, 4.7540, -0.0088], [-2.2686, -1.4029, -4.2137], [1.2453, -1.5553, -5.6776], [7.3987, 0.2515, 0.3197], [-0.7890, -3.0231, -5.2873], [6.7738, -3.4205, -1.7859], [-1.6882, -0.5566, 6.5097], [-5.0344, -2.9197, 0.8847], [-3.5929, -1.0935, 1.7344], [-2.3608, 2.7564, -2.4336], [1.6279, 3.0267, -0.6217], [4.3312, 4.6808, 2.2615], [-5.8751, 1.3884, -1.6278]], "s_squared": 2.026, "homo_lumo_gap_ev": [6.3, 6.5], "e_above_lowest_kcal_mol": 14.0, "multiplicity": 3, "homo_energy_ev": [-9.65, -10.28], "total_energy_ha": -5647.27838, "lumo_ev": [-3.4, -3.8], "charge": 1}


[3]
{"formula": "C37H35CdClN2S2Si2", "method": "ωB97M-V with the def2-TZVPD basis set", "elements": ["Cd", "Cl", "S", "S", "Si", "Si", "N", "N", "C", "C", "C", "C", "C", "C", "C", "C", "C", "C", "C", "C", "C", "C", "C", "C", "C", "C", "C", "C", "C", "C", "C", "C", "C", "C", "C", "C", "C", "C", "C", "C", "C", "C", "C", "C", "C", "H", "H", "H", "H", "H", "H", "H", "H", "H", "H", "H", "H", "H", "H", "H", "H", "H", "H", "H", "H", "H", "H", "H", "H", "H", "H", "H", "H", "H", "H", "H", "H", "H", "H", "H"], "positions_angstrom": [[0.9307, 0.2903, -0.6998], [3.1480, 0.5449, -5.9391], [0.8313, 3.8799, 2.5894], [3.4281, -2.0435, 2.7550], [0.7158, 0.1340, -3.2899], [2.7067, 0.5162, -7.9440], [0.9776, 1.8516, 1.0111], [2.0702, -0.6343, 1.0786], [2.4598, -1.8814, 1.3150], [-1.0104, -1.5706, 1.3506], [-1.2435, -1.4457, -4.5687], [-1.5396, -0.2845, 1.6492], [2.0142, 2.7953, -9.4886], [-1.5319, 3.9550, -4.6640], [-2.2085, -0.8579, -0.4798], [0.2334, 1.9159, -8.0874], [0.5260, -2.4546, -9.8356], [2.4116, -2.3049, -7.7734], [-0.6055, 2.9452, -8.5234], [-0.2734, 3.6608, -5.1820], [1.8357, 1.5559, 2.0748], [-2.2825, 0.1532, 0.5188], [-0.7265, 3.4856, 0.2668], [1.5625, 1.8622, -8.5336], [-0.0536, -1.4638, -3.8145], [-2.1077, 3.1171, -3.7018], [2.1389, -3.0308, 0.4480], [0.3279, 2.9863, 1.1782], [1.1596, 3.8055, -9.9360], [2.0048, -1.1315, -8.4345], [0.8726, -3.6105, -9.1245], [-1.3174, -3.8687, -4.4944], [-1.4171, -1.9229, 0.0335], [1.9018, 2.5764, 3.0077], [0.5104, -2.6980, -3.4224], [3.1980, -0.3522, 3.0745], [1.8355, -3.5311, -8.1097], [-1.8773, -2.6502, -4.8883], [-0.1196, -3.8917, -3.7654], [1.0943, -1.2234, -9.5054], [2.4175, 0.2402, 2.1116], [-0.1453, 3.9004, -9.4388], [-1.4481, 1.9643, -3.2902], [0.3993, 2.5164, -4.7725], [-0.1839, 1.6534, -3.8335], [3.0017, -3.2560, -0.1992], [1.3892, 2.2819, -5.1755], [-1.8937, 1.3048, -2.5399], [3.0301, 2.7073, -9.8819], [1.4328, -2.6942, -2.8336], [1.5120, 4.5205, -10.6864], [-1.5354, 3.9168, 0.8763], [-3.0881, 3.3497, -3.2807], [0.1767, 4.3108, -5.9359], [-1.2139, -2.8664, -0.4808], [-0.3111, 4.2725, -0.3826], [0.4198, -4.5702, -9.3789], [1.9400, -3.8997, 1.0927], [-1.1454, 2.6924, -0.3662], [-2.8177, -2.6404, -5.4362], [-1.4450, 0.2425, 2.5979], [-0.1893, -2.5134, -10.6621], [-1.6290, 2.9989, -8.1457], [-2.8615, 1.0788, 0.4547], [0.3220, -4.8385, -3.4486], [-0.4401, -2.1980, 2.0363], [3.6025, 0.1859, 3.9277], [-1.8141, -4.8114, -4.7313], [3.1874, -2.2595, -7.0039], [2.1366, 0.1160, -3.6729], [2.5392, 2.5443, 3.8777], [-2.0604, 4.8528, -4.9919], [-1.7000, -0.4974, -4.8687], [0.8331, -0.3298, -10.0816], [-0.1517, 1.1574, -7.3996], [4.0829, 0.7174, -8.4805], [1.2561, -2.8554, -0.1838], [2.1541, -4.4383, -7.5858], [-0.8037, 4.7044, -9.7682], [-2.7051, -0.8499, -1.4512]], "homo_lumo_gap_ev": 5.7, "e_above_lowest_kcal_mol": 0.0, "multiplicity": 1, "homo_energy_ev": -5.94, "total_energy_ha": -3543.74930, "lumo_ev": -0.3}


[4]
{"formula": "C37H35ClInN2S2Si2", "method": "ωB97M-V with the def2-TZVPD basis set", "elements": ["In", "Cl", "S", "S", "Si", "Si", "N", "N", "C", "C", "C", "C", "C", "C", "C", "C", "C", "C", "C", "C", "C", "C", "C", "C", "C", "C", "C", "C", "C", "C", "C", "C", "C", "C", "C", "C", "C", "C", "C", "C", "C", "C", "C", "C", "C", "H", "H", "H", "H", "H", "H", "H", "H", "H", "H", "H", "H", "H", "H", "H", "H", "H", "H", "H", "H", "H", "H", "H", "H", "H", "H", "H", "H", "H", "H", "H", "H", "H", "H", "H"], "positions_angstrom": [[-1.3238, -3.0536, 0.1985], [0.0118, -4.1477, 4.7436], [-3.6522, 1.8239, 0.3815], [2.1265, 1.3791, 2.5898], [0.6167, -5.9480, 3.9920], [-0.8398, -5.1458, -1.0242], [0.4892, -0.5126, 1.8880], [-2.2325, -0.3214, 0.8421], [-2.3175, 1.9399, 1.4426], [-0.9860, -4.2615, -2.6899], [-0.2873, 0.6267, 2.0568], [1.7463, -0.2931, 2.1276], [4.2961, -4.9643, 1.3216], [2.8159, -7.2797, -0.8448], [0.3516, -0.8839, -1.8989], [0.0554, -4.2902, -3.6212], [3.0876, -4.3334, 1.0184], [2.4310, -8.3113, 0.0176], [-2.1859, -3.6118, -3.0017], [-1.6322, 0.7322, 1.5435], [4.3332, -5.9487, 2.3115], [2.0020, -5.5288, 2.8211], [1.9600, -4.5644, 1.8053], [-4.2195, -7.0980, -2.2290], [-0.5384, 1.2097, -1.5443], [-1.9917, -6.5932, -1.4453], [-3.3722, -6.3549, -1.4020], [-3.7016, -8.0961, -3.0628], [-2.2799, -2.8414, -4.1608], [1.9206, -6.2519, -1.1801], [2.8152, -1.3030, 1.9553], [-1.2189, -2.8160, -5.0741], [-0.7815, -0.0619, -2.1264], [-3.2780, 0.1019, 0.1862], [-2.3538, -8.4544, -2.9594], [0.6533, -6.2344, -0.5776], [-1.4949, -7.7188, -2.1269], [1.1621, -8.3078, 0.6144], [0.7637, 1.1808, -0.9681], [3.1783, -6.2642, 3.0316], [0.3163, -7.2242, 0.3639], [1.3120, -0.1132, -1.1815], [-0.0507, -3.5331, -4.7932], [-4.0694, -0.7199, -0.7569], [0.4478, 1.7257, 2.5104], [2.3058, -0.4371, -0.8998], [-3.0505, -3.6965, -2.3319], [-0.5013, -6.6750, 3.3058], [0.4654, -1.9120, -2.2230], [2.9923, -3.6760, 0.1495], [-3.2073, -2.2907, -4.3147], [1.0332, -4.0359, 1.5795], [-1.6758, -0.3425, -2.6802], [5.2480, -6.5172, 2.4998], [-5.0254, -0.2059, -0.9071], [3.8209, -7.2758, -1.2720], [2.2242, -5.4593, -1.8568], [0.8249, -9.1181, 1.2598], [1.1858, -6.7510, 5.0280], [-1.9765, 2.8586, 1.9055], [0.9325, -4.9122, -3.4384], [-3.7624, -5.5942, -0.7166], [-5.2862, -6.8670, -2.2428], [-0.4457, -8.0138, -2.0384], [3.7717, -0.8452, 2.2364], [2.8573, -1.6255, 0.9045], [-3.5497, -0.7822, -1.7236], [0.0104, 2.6994, 2.6882], [-1.3243, -2.2579, -6.0083], [-1.2090, 2.0667, -1.5791], [3.1956, -7.0747, 3.7580], [2.6173, -2.1675, 2.6002], [1.2750, 2.0169, -0.4980], [0.7816, -3.5224, -5.4900], [-0.6425, -7.1773, 0.8821], [-4.3474, -8.6012, -3.7835], [3.1223, -9.1258, 0.2266], [-1.9536, -9.2886, -3.5351], [5.1956, -4.7217, 0.7559], [-4.2375, -1.7235, -0.3468]], "homo_lumo_gap_ev": [6.1, 5.5], "multiplicity": 1, "homo_energy_ev": [-10.55, -9.90], "total_energy_ha": -3565.81939, "lumo_ev": [-4.4, -4.4], "charge": 1}


[5]
{"formula": "C37H35ClMnN2S2Si2", "method": "ωB97M-V with the def2-TZVPD basis set", "elements": ["Mn", "Cl", "S", "S", "Si", "Si", "N", "N", "C", "C", "C", "C", "C", "C", "C", "C", "C", "C", "C", "C", "C", "C", "C", "C", "C", "C", "C", "C", "C", "C", "C", "C", "C", "C", "C", "C", "C", "C", "C", "C", "C", "C", "C", "C", "C", "H", "H", "H", "H", "H", "H", "H", "H", "H", "H", "H", "H", "H", "H", "H", "H", "H", "H", "H", "H", "H", "H", "H", "H", "H", "H", "H", "H", "H", "H", "H", "H", "H", "H", "H"], "positions_angstrom": [[-0.2597, -0.2312, 3.5937], [1.8154, 0.3796, -0.0328], [0.3856, 3.8080, 5.7954], [3.4534, -1.8609, 5.7964], [2.2413, 0.1593, -3.8512], [-0.0846, 0.0654, 0.6876], [0.2536, 1.6166, 4.3918], [1.5436, -0.7688, 4.3992], [-1.9235, -1.6474, -0.7325], [-1.5734, -2.0197, 3.6717], [1.4345, 1.5248, 5.1744], [-0.5774, -3.9946, 0.0302], [-2.3432, -0.8640, 3.3249], [-1.5259, 3.3375, -1.4947], [2.1477, -1.9426, 4.6437], [-1.5452, 3.3008, 3.8339], [-2.8060, 3.4480, -0.9375], [-2.3505, 1.6840, 0.6245], [-2.4290, -2.8943, -1.1175], [3.1608, -0.1544, 5.9792], [-0.6377, 2.4058, -0.9540], [0.7201, -3.6779, -6.0185], [0.1865, -2.4292, -6.3798], [-0.1857, 3.2632, -4.9931], [-0.3869, 2.7767, 4.6050], [1.7931, -1.3011, -4.9223], [-0.0294, -2.7500, 0.3407], [1.6895, 3.3493, -6.5292], [2.1247, 0.2745, 5.1662], [0.7489, -1.2503, -5.8703], [-1.7500, -4.0552, -0.7266], [1.6454, 1.6777, -4.7629], [0.4094, 2.1890, -4.3363], [-1.4616, -0.5381, 5.4367], [-3.2137, 2.6697, 0.1463], [-1.0478, -1.8145, 4.9770], [-0.7420, -1.5767, 0.0368], [1.6321, 2.6123, 6.0043], [-1.0745, 1.5270, 0.0568], [1.8971, -3.7169, -5.2546], [0.4678, 3.8657, -6.0851], [1.8847, -3.2195, 3.9426], [2.4451, -2.5349, -4.7389], [-2.2789, 0.0470, 4.4236], [2.2842, 2.2549, -5.8715], [3.7032, 0.4530, 6.6890], [0.2432, -4.6104, -6.3635], [-2.3572, 3.6095, 4.5137], [-3.3417, -2.9475, -1.7127], [-1.2579, -0.1183, 6.4191], [0.3593, -0.2902, -6.2067], [0.9610, -2.6751, 0.7856], [-0.0690, -4.9014, 0.3801], [-3.5042, 4.1725, -1.3496], [2.4411, 2.7212, 6.7179], [-2.8230, 0.9782, 4.5114], [-0.6631, -2.3890, -7.0699], [3.2220, 1.8483, -6.2490], [0.3783, 2.3366, -1.3508], [-2.4298, -0.7295, -1.0433], [-0.1080, 1.7162, -3.5001], [2.1767, 3.7931, -7.4116], [-4.1943, 2.7729, 0.6218], [1.7658, -4.0405, 4.6696], [0.9955, -3.1981, 3.2948], [0.0052, 4.7245, -6.5977], [-1.9553, 2.5985, 3.0952], [-2.9546, -0.7564, 2.4401], [-0.4769, -2.5368, 5.5482], [3.3760, -2.5688, -4.1739], [-1.2148, 4.1942, 3.2812], [-2.1546, -5.0288, -0.9981], [1.4120, 0.0898, -2.6436], [2.3815, -4.6819, -5.0759], [-1.1646, 3.6283, -4.6794], [-1.2145, 3.9524, -2.3438], [-1.4953, -2.9300, 3.0834], [3.7265, 0.2666, -3.4915], [-2.6733, 1.0034, 1.4130], [2.7668, -3.4511, 3.3236]], "s_squared": 8.759, "homo_lumo_gap_ev": [4.8, 5.6], "e_above_lowest_kcal_mol": 0.0, "multiplicity": 6, "homo_energy_ev": [-5.27, -6.10], "total_energy_ha": -4526.99341, "lumo_ev": [-0.5, -0.5]}